# 1
ORCA calculation (ωB97M-V with the def2-TZVPD basis set) on a cluster of 2 separate species, C9H14NO3 in total.

CARTESIAN COORDINATES (ANGSTROEM)
C -2.623 -1.111 2.198
H 1.834 -2.211 3.091
C 0.098 -1.408 2.299
H 0.254 0.667 1.779
H 2.195 3.565 -3.900
N 1.587 -1.573 2.333
C 0.735 1.656 -2.841
H -0.047 -1.082 -1.366
O 0.969 1.897 -4.119
H -3.690 -0.966 2.164
O 0.779 2.448 -1.936
H -0.273 -3.477 2.814
C 1.290 3.262 -4.421
H 2.022 -0.670 2.518
O 0.448 0.353 -2.703
H -2.700 -3.209 2.676
H 0.464 3.917 -4.150
C -0.409 -0.160 1.984
C 0.150 -0.012 -1.366
C -2.072 -2.354 2.487
H -2.202 0.946 1.703
H 1.001 0.205 -0.717
H -0.732 0.516 -1.007
H 1.452 3.303 -5.493
C -1.792 -0.022 1.942
H 1.955 -1.968 1.465
C -0.693 -2.514 2.568

Values from the calculation:
charge = +1
ΔE to the lowest compared entry with this formula, charge and spin = 0.0 kJ/mol

# 2
ORCA calculation (ωB97M-V with the def2-TZVPD basis set) on the molecule C9H14NO5P.

CARTESIAN COORDINATES (ANGSTROEM)
H -0.765 -1.396 -2.259
O 0.859 -1.878 -1.173
C 0.976 -1.604 1.191
H 1.082 2.575 -0.706
C 1.678 -1.194 2.317
O -1.998 1.797 -1.702
H -3.567 0.442 1.789
O 0.119 2.643 -0.779
C -2.644 1.651 -0.426
P -0.438 1.617 -1.860
H -1.956 1.960 0.368
C -2.958 -0.174 1.125
H 0.771 -0.646 -2.815
O 0.053 1.727 -3.228
O -0.106 0.216 -1.158
C 1.542 -1.432 -0.060
H 4.469 -0.004 0.824
C 3.487 -0.449 0.933
H -0.003 -2.060 1.265
C 2.928 -0.610 2.192
H 1.245 -1.328 3.303
H -1.919 -0.147 1.485
H -3.328 -1.197 1.206
H 3.227 -0.749 -1.188
N -3.107 0.292 -0.247
C 2.795 -0.863 -0.200
C 0.173 -0.929 -1.948
H 3.463 -0.290 3.077
H -2.593 -0.313 -0.871
H -3.485 2.345 -0.454

Values from the calculation:
SMILES = CNCO[P@@](=O)(O)OCOc1ccccc1
E_tot = -1123.75001 hartree

# 3
ORCA calculation (ωB97M-V with the def2-TZVPD basis set) on a cluster of 2 separate species, C9H14O in total.

CARTESIAN COORDINATES (ANGSTROEM)
H -0.771 -1.941 1.975
C 4.042 -0.548 0.242
C -1.721 -0.567 0.654
H 5.109 -0.323 0.349
H 0.366 -0.896 0.140
H -1.497 -0.535 2.770
H -2.752 1.867 -3.093
O -1.868 1.497 -2.989
H -3.766 0.006 0.939
C 3.183 0.694 0.466
H 3.796 -1.348 0.933
H 2.282 0.656 -0.137
C -1.855 0.830 -1.763
H 3.705 1.619 0.208
H 2.898 0.803 1.514
H 0.198 0.481 -2.038
H -2.548 -1.817 2.244
C -3.001 0.742 -1.003
C -0.596 -0.452 -0.133
C -2.937 -0.013 0.232
H 3.917 -0.966 -0.763
H -3.916 1.217 -1.351
C -1.635 -1.282 1.982
C -0.635 0.275 -1.379

Values from the calculation:
multiplicity = 2
⟨S²⟩ = 0.7622
charge = -1
ΔE to the lowest compared entry with this formula, charge and spin = 9.4 kJ/mol

# 4
ORCA calculation (ωB97M-V with the def2-TZVPD basis set) on a cluster of 2 separate species, C9H14O in total at a distorted geometry.

CARTESIAN COORDINATES (ANGSTROEM)
H -1.436 -0.810 1.984
H 3.339 -1.888 -1.053
H 1.833 -0.867 -1.200
C -2.042 0.090 -1.236
C -2.144 -0.711 -0.072
C -0.093 3.095 0.051
C -1.565 -0.226 1.081
H 0.722 3.396 -0.585
H -0.934 3.806 -0.035
H -1.040 1.826 -2.161
H 3.110 -0.706 -0.009
H -0.088 -2.115 1.122
H -2.850 -1.530 -0.011
C 1.700 -2.386 0.312
H 0.421 3.189 1.013
H -0.404 1.283 1.979
C -0.715 1.740 -0.082
C -0.848 0.958 1.036
H 1.221 -3.066 -0.403
C -1.317 1.243 -1.293
H -2.499 -0.450 -2.061
C 2.488 -1.419 -0.524
H 2.389 -2.800 1.091
O 0.751 -1.649 1.056

Values from the calculation:
SMILES = Cc1ccccc1.CCO
ΔE to the lowest compared entry with this formula, charge and spin = 127.9 kJ/mol

# 5
ORCA calculation (ωB97M-V with the def2-TZVPD basis set) on a cluster of 2 separate species, C9H14O in total at a distorted geometry.

CARTESIAN COORDINATES (ANGSTROEM)
H 2.131 1.571 -2.645
H -2.387 -0.025 -0.714
H -0.359 0.687 4.653
H -0.803 1.397 -2.101
C 1.039 -1.355 -1.740
C -0.996 -1.621 -0.542
C -0.583 1.424 2.600
H 1.065 1.483 3.975
H 1.992 -1.790 -2.000
C -1.392 -0.350 -0.977
H 0.944 1.141 -3.880
H -2.195 -1.770 0.966
H -0.807 2.466 2.861
H 0.744 -0.094 3.473
C 0.719 -0.079 -2.130
H -1.557 0.949 2.434
C 0.221 0.827 3.744
O -1.831 -2.336 0.282
C 0.204 -2.151 -0.932
H 2.303 0.154 -3.576
C 1.539 0.748 -3.064
H 0.596 -3.110 -0.636
H -0.055 1.417 1.667
C -0.532 0.418 -1.719

Values from the calculation:
SMILES = Cc1ccc(O)cc1.CC
ΔE to the lowest compared entry with this formula, charge and spin = 34.7 kJ/mol

# 6
ORCA calculation (ωB97M-V with the def2-TZVPD basis set) on a cluster of 2 separate species, C9H14O in total at a distorted geometry.

CARTESIAN COORDINATES (ANGSTROEM)
H 3.510 -1.802 0.856
H -0.892 1.378 -3.755
H 0.432 2.027 -2.029
H 3.483 -1.464 2.422
H -1.830 -0.089 -3.729
H 2.394 -0.387 1.430
H -0.527 1.945 2.686
C -0.161 1.501 -1.292
H -2.855 -0.660 -0.966
C -1.674 0.951 -3.198
H 2.081 -3.354 2.015
H 0.894 -2.127 2.190
H 1.388 -2.542 0.588
C 2.889 -1.401 1.536
H -2.447 1.687 -3.269
O -0.666 1.066 2.323
C -0.814 0.992 0.929
C 1.712 -2.465 1.604
C -2.069 0.092 -0.866
C -1.378 0.835 -1.807
H -2.389 -0.246 1.358
C -1.925 0.214 0.489
C 0.085 1.601 0.050
H 0.758 2.250 0.434

Values from the calculation:
SMILES = Cc1ccc(O)cc1.CC
ΔE to the lowest compared entry with this formula, charge and spin = 195.0 kJ/mol

# 7
ORCA calculation (ωB97M-V with the def2-TZVPD basis set) on a cluster of 2 separate species, C9H14O in total at a distorted geometry.

CARTESIAN COORDINATES (ANGSTROEM)
H 1.774 0.163 2.972
H -2.841 1.326 -0.656
C 2.039 0.807 2.133
H -1.473 -1.543 2.517
H -2.914 -0.226 1.272
H 0.691 -0.490 -2.066
C -0.208 -0.563 -1.464
H 2.655 1.608 2.554
C -1.503 0.950 -2.997
C -2.124 -0.304 0.535
H 2.390 -0.531 0.431
C -2.208 0.451 -0.637
H 3.495 0.759 0.570
C -1.300 0.276 -1.665
O -0.919 -1.938 1.827
C 2.969 0.011 1.174
H -0.582 1.335 -3.435
H -2.362 1.620 -2.947
H 3.661 -0.489 1.823
H 0.640 -2.098 -0.225
H -1.822 0.188 -3.711
H 1.177 1.260 1.652
C -1.084 -1.202 0.675
C -0.152 -1.369 -0.332

Values from the calculation:
SMILES = Cc1ccc(O)cc1.CC
ΔE to the lowest compared entry with this formula, charge and spin = 63.7 kJ/mol

# 8
ORCA calculation (ωB97M-V with the def2-TZVPD basis set) on a cluster of 2 separate species, C9H14O in total at a distorted geometry.

CARTESIAN COORDINATES (ANGSTROEM)
H -1.621 -2.059 -3.192
H -0.633 -2.946 1.126
H -3.158 -1.327 -2.970
C -0.335 -0.573 1.738
H -1.418 -0.869 -1.079
H 2.980 0.826 0.383
C 1.138 1.277 1.315
C -1.555 -0.248 -1.974
C -2.100 -1.073 -3.128
H 0.606 3.379 1.438
H 2.614 -1.670 0.462
C -0.007 0.771 1.892
H -0.593 0.218 -2.169
C 1.820 -0.975 0.711
O 0.241 -2.706 0.758
H 2.127 2.968 2.226
H -0.696 1.427 2.401
H -2.284 0.482 -1.651
C 0.561 -1.418 1.121
C 1.489 2.741 1.364
C 2.061 0.384 0.766
H -1.264 -1.004 2.110
H 2.040 3.013 0.461
H -2.012 -0.618 -4.109

Values from the calculation:
SMILES = Cc1ccc(O)cc1.CC
ΔE to the lowest compared entry with this formula, charge and spin = 28.7 kJ/mol